# 1
42
Properties=species:S:1:pos:R:3 method="wB97M-V/def2-TZVPD" smiles="CCCCOCCCNC(=O)/C=C/c1ccccc1Cl" fmax_ev_per_a=17.231 mol_weight_g_mol=295.81 total_charge=0 relative_energy_kj_mol=1315.5 gap_ha=0.3126
C -0.96791 -1.45552 0.11894
H 5.05643 2.06058 -1.96520
H 5.76860 1.26478 -0.72378
H 6.64617 2.60618 -1.17661
C -5.05281 1.22761 -0.30933
C -5.67562 0.23244 -0.96756
C -1.80700 -0.55645 0.30924
N 1.07703 -2.41885 0.13250
H 2.73423 -3.89471 0.76625
H -1.38407 0.00533 1.12626
C 2.57026 -2.85164 0.42572
C 3.38305 -0.97020 -0.88824
H 2.71676 2.93796 0.50138
C 3.58398 0.77458 0.72946
H -6.85463 0.34924 -1.06362
H 2.95556 1.85301 -1.21006
C 0.27166 -1.53076 0.54331
O 4.20055 -0.43765 -0.06313
H 4.40984 -2.68334 -0.59645
H -1.24475 -2.13826 -0.66395
C -5.27398 -1.20264 -0.86570
C -3.90710 -1.52493 -0.46468
C -3.22311 -0.34962 0.09432
H 2.37334 -0.54173 -1.08211
H 4.13476 0.87774 1.60618
O 0.80589 -1.05943 1.40176
H 2.50671 0.41551 1.10977
H 3.09932 -2.87773 -1.76630
H 5.14922 3.05189 0.69269
C 3.35298 -2.52676 -0.56011
C -3.77344 0.95467 -0.08368
C 5.69508 2.11672 -1.13598
Cl -2.93190 2.40920 0.72957
H 3.93302 -0.60716 -1.88792
H -5.82835 -1.80570 -1.55453
H 4.45170 3.84978 -0.44538
H -5.43950 2.29182 -0.33191
H 2.75739 -2.07130 1.25478
H -3.44897 -2.33784 -0.54290
H 0.68716 -3.20208 -0.53585
C 3.53371 2.17974 -0.09766
C 4.83767 2.83803 -0.29376

---

# 2
61
Properties=species:S:1:pos:R:3 method="wB97M-V/def2-TZVPD" multiplicity=3 fmax_ev_per_a=5.190 mol_weight_g_mol=661.01 total_charge=0 relative_energy_kj_mol=311.1 gap_ha="0.3170 / 0.3118"
C 1.64253 0.43666 -3.18573
H 4.14670 -0.73431 -5.75236
H 3.41793 -1.32828 -3.54108
C 1.38394 1.99320 -3.12072
F -2.83012 -0.81686 4.93652
C 3.42998 -1.54614 -5.62855
O 2.19054 -0.01607 -4.30851
H -0.89545 -5.52407 0.68624
F 1.32922 2.38845 -4.31739
H 1.33732 2.19243 0.54410
C 0.48628 2.36450 3.52347
H 1.32565 2.90751 3.08908
H 4.01439 -2.46474 -5.68091
H -2.27720 -1.94637 -0.65564
F 4.36813 -2.37728 1.22103
C -2.10327 3.72565 0.57941
Ni -0.27044 -0.09890 -0.11695
F -3.80694 0.82692 -2.65790
O -3.12773 3.13825 -0.19626
C 0.74433 0.91379 3.80595
C 2.67136 -1.32842 -4.33529
H -0.17480 -3.03352 2.11202
O -1.33794 -1.68317 -0.60072
C -3.95865 1.93080 -2.00973
C -0.45925 -5.14030 1.60849
H -1.33274 3.83023 -0.18444
H -0.42146 2.49674 2.93473
H 0.36901 -5.75100 1.96785
H -3.36974 5.24161 1.37710
F -5.20902 1.79353 -1.51049
C -0.01018 -3.70990 1.27327
F 0.19145 2.17368 -2.59059
H 2.72668 -1.43902 -6.45437
C -1.20705 -0.46106 3.22120
H 1.37452 0.86371 4.69391
O 1.46742 -1.40884 0.62026
H -1.69312 3.13459 1.39825
F 2.29941 2.64149 -2.34968
F 3.64868 -4.05972 0.12757
O -0.44701 0.22673 4.20244
C -2.49410 5.17299 0.73163
F -3.84760 3.02156 -2.81027
F -1.83758 -2.60826 4.14181
H -2.59986 5.67120 -0.23206
H 1.22324 0.34302 3.01036
O 0.75532 1.51334 0.15085
H 1.93827 -2.12219 -4.19171
O 1.33743 -0.24330 -2.22139
C -2.37524 -1.38187 3.87811
F -3.22604 -1.53320 2.82940
O 1.40352 -3.66226 1.08560
C 2.04639 -2.50525 0.72580
H -1.28657 -5.11397 2.31768
H 0.15837 2.69529 4.50895
C 3.50324 -2.76049 0.32445
H -0.42827 -3.40638 0.31350
O -0.98034 -0.44080 1.98576
F 3.63712 -2.12726 -0.84818
O -1.95089 1.37695 -0.74732
H -1.67808 5.70700 1.21851
C -2.93169 2.05140 -0.89708

---

# 3
43
Properties=species:S:1:pos:R:3 method="wB97M-V/def2-TZVPD" multiplicity=5 fmax_ev_per_a=9.240 mol_weight_g_mol=332.20 total_charge=+1 relative_energy_kj_mol=72.8 gap_ha="0.1993 / 0.2030"
H 1.72219 1.57783 1.14422
C 0.06325 0.24275 3.61733
H -2.35378 -0.04745 -0.34851
H 1.36543 1.85983 6.38153
H 1.74636 0.26170 -1.05507
C -0.45952 0.79735 7.99478
C 2.24647 -0.04340 -0.15414
H -0.01787 2.00057 -0.21908
C -1.92863 0.95883 -0.29757
C -0.31044 -1.23363 1.01780
C 0.82833 1.90943 5.40442
C -0.33963 0.99316 2.38282
H 0.02545 0.43410 -1.11220
C -0.28271 -1.86656 -0.31958
H 1.92536 0.04451 1.98919
H 2.29515 -1.11682 -0.10702
H -0.35958 -2.93027 -0.17721
H 0.12865 -0.07854 5.66308
H 1.13968 4.03052 5.28636
C 0.71645 2.94116 8.68255
C -0.12964 2.46921 2.45957
Fe -0.19924 2.33420 7.20018
H -2.23532 1.49652 -1.19376
C -0.42562 0.98147 -0.25611
H -2.38942 1.49252 0.54091
H -0.09385 -0.82565 3.44706
H -0.47849 2.96100 1.51934
C 1.57900 0.49586 1.05712
C 0.35425 0.65863 4.89694
C 0.25174 3.37490 3.44614
H 0.36540 -1.64340 1.76902
H -1.44351 0.85014 2.18335
H 0.61886 -1.67351 -0.85871
H 0.04513 4.43339 3.19595
O 0.90338 3.49747 9.67410
C -1.73904 3.08541 8.06028
O -2.54576 3.31953 8.83705
H 3.24519 0.36936 -0.18502
C 0.81870 3.14258 4.73314
O -0.49799 0.10003 8.96519
H -1.30896 -1.20912 1.43962
N 0.06635 0.32554 1.07746
H -1.11057 -1.57782 -0.93750

---

# 4
47
Properties=species:S:1:pos:R:3 method="wB97M-V/def2-TZVPD" fmax_ev_per_a=0.417 mol_weight_g_mol=522.26 total_charge=-2 relative_energy_kj_mol=0.0 gap_ha=0.2082
H -2.78303 -2.99789 -2.87734
H 6.04752 1.98107 1.09154
H -2.12890 2.22432 -1.11781
C 3.98282 -0.81532 -0.57989
H -4.41176 -2.66398 -2.23928
C 3.94578 -2.91253 -1.87666
C -2.80023 -2.52900 0.16012
H -4.17912 0.58614 -1.49573
P -2.66426 -1.25505 -1.16305
H -4.80835 1.23571 0.74045
P -2.36570 1.17683 1.07118
H -3.28801 3.13454 -0.10464
H -2.01157 2.75915 2.79301
H 5.86586 -3.77144 -2.37783
C -3.46221 -2.21272 -2.54119
C 5.35800 -2.95224 -1.88048
C -4.03941 0.46031 0.65424
H 7.23635 0.12050 -0.01625
H -4.26094 -0.28674 1.42375
H -2.43556 -2.10060 1.09386
C 5.48425 1.18116 0.61855
H -1.53647 3.24876 0.21449
C 4.06949 1.21418 0.64837
C 6.06751 -1.95826 -1.26871
H -3.82833 -2.88108 0.28844
H -3.77310 2.61677 2.47631
H -2.92794 1.37035 3.43666
S 0.58168 3.74534 1.86061
C 3.31078 -1.87796 -1.24791
H 3.61840 2.06932 1.15711
H -3.64110 -1.54283 -3.38446
H 7.15411 -1.97624 -1.27447
C 5.41533 -0.88265 -0.61730
C 3.26775 0.23690 0.07299
H 3.37766 -3.68932 -2.37078
C 6.15078 0.15454 0.00650
O 0.20423 2.35907 2.35208
O 1.69884 4.27512 2.65111
C -2.34421 2.57870 -0.10783
C -4.12251 -0.19280 -0.72925
C -2.83517 2.06547 2.60062
I 1.19296 -1.83944 -1.32450
H -5.03730 -0.79255 -0.81437
O 0.96958 3.57040 0.42226
H -2.15663 -3.37275 -0.09355
O -0.62176 4.60167 1.94971
Na 1.06555 1.29968 0.58206

---

# 5
68
Properties=species:S:1:pos:R:3 method="wB97M-V/def2-TZVPD" fmax_ev_per_a=1.794 mol_weight_g_mol=873.48 total_charge=+1 relative_energy_kj_mol=0.0 gap_ha=0.1878
C -1.74308 -2.48393 -0.68883
H -1.65830 3.06117 -2.98960
C -2.37544 -5.16909 2.33183
H -2.52248 1.57966 -2.41616
O 0.17368 4.78722 2.25261
S 1.30930 0.12116 2.54836
H -2.99239 1.28090 -4.75588
O 0.43059 -0.59333 3.37267
O 0.05342 -1.00006 -0.57533
H -1.41702 -3.78480 3.74742
H -3.40961 3.96136 0.79481
O -1.20940 0.39339 -4.73296
H -1.76445 3.60892 0.50104
H 4.16031 -0.73008 1.12834
H 5.41872 0.36164 -3.63537
H -3.63633 -3.50260 -0.89053
H -3.24106 2.61816 2.86389
O 0.31284 -6.95985 1.93418
O 1.14504 1.11088 -4.53668
C -3.15922 -2.63293 -0.44576
H 4.30659 3.01953 -3.98874
O -5.16766 -1.82256 0.33134
C 3.99418 2.00930 -3.70398
H -1.47028 0.84123 0.29858
C 3.60831 -0.84046 2.06057
S -1.05753 5.19321 2.82672
H 3.90860 -1.74165 2.59124
O 0.73585 1.03817 1.63926
O 3.02386 2.20436 -2.67113
S 3.23157 1.22660 -1.44984
C 3.78408 0.39824 2.93522
C -1.10603 -1.18097 -0.26971
O -1.15588 6.30611 3.66372
O -1.04063 -3.34910 -1.15840
C -3.36521 -0.31414 0.47161
O -1.77243 -5.85537 1.24415
C 5.17931 1.26061 -3.07547
H -1.54908 2.31688 2.38561
S 0.10182 0.45714 -3.85627
C -1.75107 1.98065 -3.06915
C -1.98634 1.62044 -4.53911
H 4.38974 0.24399 3.82449
H -1.59035 2.35285 -5.23624
H 4.15382 1.30195 2.45288
O -4.04270 0.61053 0.83706
S -0.18886 -5.78622 1.33471
O 2.38010 0.09338 -1.60807
O -2.17800 5.28311 1.69471
C -2.30447 3.08344 2.57746
H -3.35577 -4.81100 2.03080
O -0.49620 1.38623 -2.71188
O 2.22875 -0.88924 1.69133
C -3.99246 -1.65338 0.20396
H 6.04066 1.89340 -2.90140
H -2.48435 -5.86075 3.16880
O 2.45389 0.68512 3.43320
O 3.15100 1.96997 -0.26015
H -1.53986 -3.19259 2.02506
C -1.96226 -0.12586 0.24082
In 1.72744 -2.89707 -1.54829
C -1.40947 -4.04449 2.69643
O -1.74303 3.95315 3.55295
O 0.35738 -5.36260 0.10251
O -0.11557 -4.57334 2.35495
C -2.44123 3.94720 1.29635
O 0.34014 -0.82245 -3.29996
O 4.71014 0.78624 -1.78614
H 3.58437 1.63243 -4.64062

---

# 6
43
Properties=species:S:1:pos:R:3 method="wB97M-V/def2-TZVPD" smiles="COc1ccc(/C=C/[N+](=O)[O-])cc1.C1CN2CCC1CC2" fmax_ev_per_a=1.686 mol_weight_g_mol=290.36 total_charge=0 relative_energy_kj_mol=565.1 gap_ha=0.2823
C -0.53882 5.35345 -4.59169
C -0.39452 0.33702 1.54239
O -0.09760 6.64586 -4.87904
H -1.90754 7.52502 -5.31104
C 0.05627 1.78215 1.87479
H -1.32814 7.71357 -3.62138
N -3.03926 -0.54637 -3.11664
C -1.58778 1.28225 -3.79596
H -0.18678 -0.46303 -0.49683
H 0.35103 1.85902 2.93534
H 1.40538 1.29564 -1.06475
H -1.23621 0.04962 2.18452
C 0.02677 3.00400 -4.54655
H 0.74677 2.22128 -4.71542
H -1.83239 -0.04833 -0.07098
C -2.14875 3.71388 -3.86145
C -2.77929 0.84809 -3.38517
C -1.11497 2.75081 1.56701
C 0.36739 4.30844 -4.79930
H -1.38906 3.57278 -0.45454
H -1.97206 2.51818 2.21078
H -0.81112 0.54927 -3.93288
H 1.59742 3.16176 1.17383
H -0.55803 8.61952 -4.94127
H -0.82406 3.78087 1.80659
H 0.41317 -0.37114 1.76460
C -0.79087 0.26675 0.05166
C -1.24393 2.67017 -4.06999
N -0.63107 1.60051 -0.59056
H 2.09847 1.48147 1.15951
H -3.59890 1.52199 -3.23826
C -1.49801 2.62231 0.07740
H 0.90505 2.97200 -1.04805
C -1.80954 5.02002 -4.11403
C 1.24890 2.14476 0.95547
C 0.79741 2.02153 -0.51507
H 1.34759 4.56039 -5.16434
O -2.09177 -1.34551 -3.10116
H -2.54235 2.31787 -0.04573
C -1.03586 7.67570 -4.67206
H -3.13002 3.48513 -3.48777
H -2.52931 5.79800 -3.93909
O -4.21340 -0.88646 -2.90930

---

# 7
48
Properties=species:S:1:pos:R:3 method="wB97M-V/def2-TZVPD" smiles="CCCCC(=O)Nc1nnc(S(=O)(=O)N(CC)c2ccc(OC)cc2)s1" fmax_ev_per_a=1.656 mol_weight_g_mol=398.51 total_charge=0 relative_energy_kj_mol=87.5 gap_ha=0.3044
C -0.23327 1.89287 -1.46082
O 0.65720 -1.53427 6.33187
H -0.74759 0.21475 4.75521
C 3.43810 4.82362 -4.77636
H 0.59675 0.51360 6.66927
C 1.24660 3.57271 -4.41478
H 0.92380 -3.84295 2.52557
H -1.05478 -4.38541 -0.60928
H 0.52051 -0.57297 8.07830
C 0.61295 2.46081 -3.62454
C 0.81961 -2.75496 4.34199
H 2.45910 4.76947 -6.71103
H 0.61512 -4.95578 -0.74983
O -2.04357 -2.21472 -1.01177
N 0.31743 2.79514 -2.32167
H -0.91084 -0.37154 7.03745
H 1.42161 -2.95070 0.47436
H 2.94205 5.75457 -4.49263
H 0.49434 3.72086 -1.95716
H 3.89648 3.75137 -6.59385
H -1.17725 -0.11875 2.39560
C 2.74534 3.64778 -4.08708
C -0.62333 -0.86668 2.93631
C 3.46072 4.70182 -6.29508
C 0.18234 -0.42399 7.05387
C -0.08277 -4.40350 -0.12529
C 0.41124 -2.97163 0.05711
C 0.55679 -2.94892 3.00272
H 1.11216 3.35374 -5.47302
S -0.62619 0.26138 -1.95118
H 1.38466 -3.48311 4.90212
N -1.04079 1.13617 0.41936
O -2.84474 -1.35958 1.15175
H 0.76750 4.52463 -4.17933
N -0.51117 2.16578 -0.22312
H 4.46573 4.87277 -4.41041
S -1.78764 -1.51548 0.21001
C 0.35103 -1.62221 5.00566
H 0.42840 -2.47742 -0.91849
C -0.37348 -0.68015 4.28504
H 2.87410 3.74635 -3.00615
H -0.17956 -4.90833 0.83213
O 0.39546 1.34686 -4.03926
H 4.05771 5.50206 -6.72539
N -0.45062 -2.18534 0.91691
C -0.17417 -2.00609 2.27989
C -1.17909 0.08514 -0.30880
H 3.22035 2.71474 -4.39517

---

# 8
44
Properties=species:S:1:pos:R:3 method="wB97M-V/def2-TZVPD" smiles="N#CCCN1CCN(C2=NC(=O)C(=C3CCCCC3)S2)CC1" fmax_ev_per_a=1.181 mol_weight_g_mol=318.45 total_charge=0 relative_energy_kj_mol=60.9 gap_ha=0.3285
H -6.16254 0.38160 -1.60346
C 3.67647 -1.81225 -0.09487
H -5.54216 1.55526 0.64526
H -2.44173 -0.02741 -1.55032
H -2.44478 2.24010 -0.75429
C -2.28250 -0.73353 0.48106
C -6.22858 -0.05024 -0.60206
C -5.15520 0.59483 0.29731
C -3.12019 -0.29610 -0.73474
S 0.77989 -0.91031 0.36106
H 5.11111 -2.92754 -1.25069
C 3.45864 -0.40418 0.37763
C 5.49962 0.48156 -0.74687
H -3.74496 -1.12587 -1.06466
H -2.93950 -1.08206 1.28585
C 5.39898 -0.80760 -1.57313
H 5.81742 -2.07333 0.11901
C 1.81947 1.43532 1.07866
C -2.31663 1.55451 1.28208
C 4.70441 0.39432 0.56712
N -1.51663 0.38938 0.96442
H 5.30971 -0.11827 1.32016
C -0.19630 0.49100 0.87753
N -3.94986 0.86175 -0.46238
C 5.07537 -1.99944 -0.67772
H -3.77326 2.80420 0.27301
H 6.54192 0.69160 -0.50172
H 2.92144 -2.05538 -0.84908
H 4.47382 1.39170 0.93424
O 2.59912 2.32592 1.33308
C 2.22593 0.07059 0.60428
H 6.33170 -0.97980 -2.11225
H -4.99342 -0.04453 1.17906
N 0.46335 1.55117 1.18442
N -5.96339 -2.61592 -0.73364
H 5.12544 1.32099 -1.33402
H 4.60237 -0.71090 -2.31445
H 3.51493 -2.49851 0.74283
H -1.64460 2.35857 1.57916
H -7.22234 0.15238 -0.19446
H -1.61503 -1.54887 0.20286
C -3.13559 1.94940 0.04277
C -6.07862 -1.47871 -0.69258
H -2.98330 1.30457 2.11452